Model P:
Below is C2H6N2OS as an isolated structure, with properties calculated with wB97M-V/def2-TZVPD.

XYZ file:
```
12
C2H6N2OS | OMol25 | wB97M-V/def2-TZVPD
C -1.145 -0.112 -2.164
C 1.077 -0.620 0.936
H -1.641 0.860 -2.680
H -0.197 -0.987 -2.767
H -2.185 -0.856 -2.051
H 1.898 -1.268 0.959
H 1.525 -0.060 2.796
H -0.375 1.881 1.561
N 0.474 -0.810 -0.160
N 1.189 0.413 1.936
O -0.130 1.002 2.266
S -0.490 0.556 -0.631
```

Output
LUMO energy in eV: 0.62
Kohn-Sham gap in eV: 8.85
E_HOMO in eV: -8.24
Net charge: 0

Results of the natural (NBO) charge analysis, in e, for atoms 1 through 2: atom 1 (C): -0.824, atom 2 (C): 0.217

***

Model Q:
Below is a 2-piece molecular cluster, C2H6N2OS overall, with properties calculated with wB97M-V/def2-TZVPD.

XYZ file:
```
12
C2H6N2OS | OMol25 | wB97M-V/def2-TZVPD
C 0.174 -0.847 0.412
C 1.175 0.246 0.008
H -1.330 -1.583 -1.250
H -2.342 -0.660 0.246
H 0.764 -1.858 0.278
H -0.158 -0.859 1.560
H 1.255 2.226 -0.607
H -1.127 0.864 -0.365
N -1.065 -0.864 -0.340
N 0.640 1.529 0.060
O -0.769 1.747 0.079
S 2.782 0.059 -0.083
```

Output
LUMO energy in eV: -0.33
Kohn-Sham gap in eV: 8.27
E_HOMO in eV: -8.60
Net charge: 0

Results of the natural (NBO) charge analysis, in e, for atoms 1 through 2: atom 1 (C): -0.325, atom 2 (C): 0.030

***

Model R:
Below is one molecule with the formula C2H6N2OS, with properties calculated with wB97M-V/def2-TZVPD.

XYZ file:
```
12
C2H6N2OS | OMol25 | wB97M-V/def2-TZVPD
C -0.627 0.598 0.348
C 0.380 0.887 -0.552
N -0.491 -0.597 1.370
N 0.056 -1.572 0.651
O 1.201 -1.377 0.105
S -0.053 0.955 -2.302
H -0.851 1.318 1.088
H -1.654 0.521 -0.191
H 1.272 1.196 -0.103
H 0.267 -0.302 2.077
H -0.691 -1.955 0.030
H 1.190 0.326 -2.522
```

Output
LUMO energy (spin up / spin down) in eV: -0.10 / 0.14
Kohn-Sham gap (spin up / spin down) in eV: 8.56 / 8.14
E_HOMO (spin up / spin down) in eV: -8.66 / -7.99
Net charge: 0

Results of the natural (NBO) charge analysis, in e, for atoms 1 through 2: atom 1 (C): -0.382, atom 2 (C): -0.262

***

It turns out model Q is the most stable, with the second structure 5.8 kcal/mol higher.

***

Model P:
Below is C21H46HfNOP3S as an isolated structure, with properties calculated with wB97M-V/def2-TZVPD.

XYZ file:
```
74
C21H46HfNOP3S | OMol25 | wB97M-V/def2-TZVPD
Hf -0.555 0.325 0.998
P 0.398 -0.688 -1.268
P -0.045 2.506 -0.642
P -1.656 -1.986 1.305
H -3.846 1.714 3.200
C -3.214 0.789 3.171
C -1.902 0.583 3.583
H -1.192 1.410 3.657
C -0.798 -1.114 -2.629
C 1.656 0.132 -2.368
C 1.332 -2.310 -1.119
C -0.439 4.034 0.302
C 1.539 3.106 -1.360
C -1.094 2.593 -2.139
C -2.965 -2.607 2.479
C -0.276 -2.977 1.890
C -2.202 -2.874 -0.215
H -3.836 -0.036 2.820
H -1.769 -0.316 4.258
H -0.255 -1.544 -3.487
H -1.335 -0.225 -2.979
H -1.535 -1.847 -2.288
H 1.971 -0.558 -3.157
H 2.547 0.428 -1.809
H 1.226 1.017 -2.840
H 1.955 -2.475 -2.015
H 0.653 -3.164 -0.998
H 2.003 -2.267 -0.248
H 0.438 4.680 0.495
H -0.845 3.777 1.309
H -1.232 4.547 -0.259
H 1.459 3.334 -2.426
H 2.314 2.357 -1.209
H 1.818 4.017 -0.822
H -0.915 3.593 -2.561
H -2.162 2.472 -1.917
H -0.805 1.846 -2.887
H -3.234 -3.601 2.037
H -3.857 -1.969 2.511
H -2.555 -2.758 3.498
H -0.714 -3.891 2.305
H 0.315 -2.506 2.685
H 0.399 -3.268 1.080
H -2.809 -3.717 0.131
H -1.388 -3.301 -0.821
H -2.841 -2.240 -0.853
C -3.996 2.619 0.026
C -4.547 1.542 -0.722
C -5.423 1.918 -1.755
C -5.802 3.249 -1.869
C -5.286 4.255 -1.045
C -4.448 3.919 0.005
S -2.559 2.477 1.177
H -3.409 1.392 1.484
H -4.195 0.488 -0.581
H -5.772 1.196 -2.485
H -6.508 3.556 -2.641
H -5.531 5.316 -1.166
H -3.985 4.614 0.709
C 4.079 -0.431 3.923
N 2.704 -0.119 3.543
C 1.617 -0.329 4.510
C 2.377 0.205 2.308
C 3.406 0.493 1.277
O 1.107 0.260 2.001
H 4.079 -0.688 4.972
H 4.719 0.440 3.772
H 4.447 -1.291 3.361
H 0.964 0.557 4.582
H 0.998 -1.202 4.248
H 2.057 -0.508 5.494
H 3.590 -0.426 0.682
H 3.076 1.320 0.613
H 4.360 0.779 1.766
```

Output
LUMO energy in eV: -13.54
Kohn-Sham gap in eV: 5.82
E_HOMO in eV: -19.37
Net charge: +4

Results of the Mulliken charge analysis, in e, for atoms 1 through 2: atom 1 (Hf): 1.565, atom 2 (P): 0.367

***

Model Q:
Below is C21H46HfNOP3S as an isolated structure, with properties calculated with wB97M-V/def2-TZVPD.

XYZ file:
```
74
C21H46HfNOP3S | OMol25 | wB97M-V/def2-TZVPD
Hf 0.489 1.125 -0.703
P -0.936 -0.938 0.482
P 2.238 -0.956 0.132
P -1.782 1.472 -1.983
H 2.232 2.748 -3.567
C 1.352 2.379 -3.002
C 0.955 2.881 -1.658
H 1.707 3.024 -0.812
C -1.448 -2.385 -0.522
C -0.226 -1.930 1.841
C -2.467 -0.472 1.342
C 3.886 -0.292 -0.385
C 2.774 -1.551 1.811
C 2.102 -2.642 -0.688
C -2.391 2.425 -3.432
C -2.749 2.366 -0.636
C -2.796 -0.083 -2.197
H 0.429 2.207 -3.600
H 0.504 3.919 -1.789
H -2.012 -3.076 0.106
H -0.607 -2.938 -0.936
H -2.116 -2.115 -1.331
H -0.993 -2.572 2.286
H 0.153 -1.300 2.652
H 0.566 -2.611 1.509
H -2.761 -1.266 2.040
H -3.312 -0.315 0.672
H -2.327 0.431 1.949
H 4.470 -0.083 0.511
H 3.782 0.697 -0.831
H 4.347 -0.956 -1.126
H 2.792 -2.657 1.824
H 2.105 -1.172 2.597
H 3.803 -1.190 1.964
H 2.948 -3.228 -0.282
H 2.142 -2.586 -1.795
H 1.184 -3.164 -0.375
H -3.433 1.991 -3.600
H -1.827 2.283 -4.358
H -2.505 3.500 -3.233
H -3.556 2.803 -1.242
H -2.109 3.150 -0.180
H -3.118 1.631 0.100
H -3.613 0.172 -2.871
H -3.225 -0.436 -1.247
H -2.192 -0.881 -2.657
C 2.786 -1.358 -4.008
C 1.602 -1.940 -4.440
C 1.688 -3.127 -5.175
C 2.980 -3.585 -5.553
C 4.164 -2.953 -5.156
C 4.027 -1.691 -4.554
S 2.616 0.117 -3.099
H 2.640 0.859 -4.315
H 0.693 -1.408 -4.320
H 0.777 -3.725 -5.393
H 3.015 -4.569 -6.024
H 5.175 -3.355 -5.385
H 4.893 -1.090 -4.321
C 0.253 4.601 3.426
N 0.524 3.922 2.154
C 0.491 4.697 0.902
C 0.607 2.614 2.128
C 0.683 1.764 3.334
O 0.543 2.053 0.982
H 0.187 5.666 3.211
H 1.064 4.443 4.158
H -0.693 4.271 3.900
H 1.362 4.466 0.287
H -0.422 4.509 0.324
H 0.539 5.747 1.207
H -0.316 1.345 3.553
H 1.374 0.931 3.141
H 1.048 2.381 4.172
```

Output
LUMO energy (spin up / spin down) in eV: -14.71 / -14.70
Kohn-Sham gap (spin up / spin down) in eV: 4.75 / 4.75
E_HOMO (spin up / spin down) in eV: -19.46 / -19.46
Net charge: +4

Results of the Mulliken charge analysis, in e, for atoms 1 through 2: atom 1 (Hf): 0.561, atom 2 (P): 0.574

***

It turns out model P is the most stable, with the second structure 34.8 kcal/mol higher.

***

Model P:
Below is a 2-piece molecular cluster, C5H17N3O overall, with properties calculated with wB97M-V/def2-TZVPD.

XYZ file:
```
26
C5H17N3O | OMol25 | wB97M-V/def2-TZVPD
C -0.535 -0.151 1.917
C 0.131 -1.331 1.179
C -0.365 -1.577 -0.242
C -0.006 -0.496 -1.246
N 1.412 -0.496 -1.607
C 2.127 0.759 -1.472
N 2.310 1.324 -0.145
N -1.975 0.007 1.758
H -0.069 0.791 1.641
H -0.341 -0.283 2.982
H -0.035 -2.240 1.768
H 1.208 -1.162 1.150
H 0.032 -2.530 -0.603
H -1.449 -1.711 -0.239
H -0.602 -0.639 -2.152
H -0.297 0.487 -0.870
H 1.912 -1.258 -1.159
H 3.113 0.609 -1.913
H 1.594 1.501 -2.070
H 2.906 0.741 0.428
H 1.422 1.412 0.335
H -2.453 -0.874 1.892
H -2.218 0.354 0.838
H -2.071 2.417 -1.279
H -3.093 2.476 -0.140
O -2.658 1.870 -0.749
```

Output
LUMO energy in eV: 0.66
Kohn-Sham gap in eV: 9.17
Structure (SMILES): NCCCCNCN.O
E_HOMO in eV: -8.51
Net charge: 0

Results of the natural (NBO) charge analysis, in e, for atoms 1 through 2: atom 1 (C): -0.215, atom 2 (C): -0.422

***

Model Q:
Below is C5H17N3O as an isolated structure, with properties calculated with wB97M-V/def2-TZVPD.

XYZ file:
```
26
C5H17N3O | OMol25 | wB97M-V/def2-TZVPD
C 2.057 0.591 1.356
C 1.925 0.801 -1.099
N 2.322 -0.585 -1.355
O 1.569 -0.536 1.568
H -0.013 -0.545 1.238
H 2.210 -1.166 -0.529
H 1.805 -1.007 -2.114
H 1.518 1.540 1.437
H 3.147 0.717 1.361
H 2.804 1.435 -0.955
H 1.431 1.212 -1.990
C -1.092 -1.635 -0.119
C -2.016 -0.228 1.685
C -1.489 1.040 -1.154
N -0.916 -0.402 0.701
N -0.621 0.829 -0.017
H 0.710 0.852 -0.420
H -2.040 -1.598 -0.652
H -1.075 -2.502 0.541
H -0.261 -1.685 -0.819
H -2.094 -1.120 2.308
H -1.776 0.637 2.296
H -2.953 -0.061 1.157
H -1.219 2.018 -1.556
H -2.557 1.090 -0.897
H -1.375 0.310 -1.973
```

Output
LUMO energy in eV: 0.68
Kohn-Sham gap in eV: 7.33
E_HOMO in eV: -6.64
Net charge: 0

Results of the natural (NBO) charge analysis, in e, for atoms 1 through 2: atom 1 (C): 0.268, atom 2 (C): -0.593

***

It turns out model P is the most stable, with the second structure 113.1 kcal/mol higher.

***

Model P:
Below is one molecule with the formula C6H5N, with properties calculated with wB97M-V/def2-TZVPD.

XYZ file:
```
12
C6H5N | OMol25 | wB97M-V/def2-TZVPD
C 1.651 2.004 -0.134
C 1.065 1.015 -0.499
C 0.415 -0.201 -0.980
N 0.639 -1.462 -0.356
C -0.752 -1.161 -0.392
C -1.298 -0.451 0.669
C -1.753 0.165 1.583
H 2.145 2.892 0.187
H 0.301 -0.315 -2.022
H 1.109 -1.265 0.509
H -1.355 -1.918 -0.939
H -2.165 0.696 2.375
```

Output
LUMO energy in eV: 1.08
Kohn-Sham gap in eV: 9.82
Structure (SMILES): C#C[C@@H]1N[C@@H]1C#C
E_HOMO in eV: -8.73
Net charge: 0

Results of the natural (NBO) charge analysis, in e, for atoms 1 through 2: atom 1 (C): -0.188, atom 2 (C): -0.052

***

Model Q:
Below is C6H5N as an isolated structure, with properties calculated with wB97M-V/def2-TZVPD.

XYZ file:
```
12
C6H5N | OMol25 | wB97M-V/def2-TZVPD
C 0.335 -1.368 -1.163
C 0.359 -2.493 -1.777
C 0.661 -0.523 1.137
C -1.257 0.180 0.251
C 1.015 -0.437 -0.245
C -0.252 0.030 -0.896
N -0.507 -0.236 1.499
H 1.374 -0.790 1.813
H -1.511 1.239 0.397
H -1.985 -0.673 0.059
H 2.343 -0.177 -0.687
H -0.027 0.767 -1.625
```

Output
LUMO energy in eV: -0.63
Kohn-Sham gap in eV: 9.37
E_HOMO in eV: -10.00
Net charge: 0

Results of the natural (NBO) charge analysis, in e, for atoms 1 through 2: atom 1 (C): -0.467, atom 2 (C): 0.242

***

It turns out model P is the most stable, with the second structure 30.2 kcal/mol higher.